Entry 1:
{
  "formula": "C5H9NO2",
  "method": "ωB97M-V/def2-TZVPD",
  "elements": ["C", "C", "C", "H", "H", "H", "H", "H", "O", "N", "H", "H", "H", "H", "O", "C", "C"],
  "positions_angstrom": [[0.373, 1.194, 0.854], [1.684, 0.301, -0.729], [0.443, -0.661, -0.577], [-2.191, -1.223, 0.080], [-0.114, 1.834, 0.103], [-0.992, -0.753, -2.318], [-0.778, -1.063, 2.365], [0.296, 1.579, 1.898], [-0.117, -1.082, 1.662], [-0.793, -0.330, -1.412], [0.508, -1.641, -0.208], [-2.314, 0.546, -0.171], [1.571, 0.919, -1.633], [2.610, -0.278, -0.833], [1.743, 1.073, 0.459], [-0.279, -0.101, 0.668], [-1.649, -0.313, -0.209]],
  "mulliken_charge": [-0.776, -0.658, -0.332, 0.327, 0.358, 0.199, 0.331, 0.332, -0.535, -0.451, 0.467, 0.314, 0.314, 0.326, -0.391, 1.005, -0.831],
  "multiplicity": 1,
  "e_homo_ev": -9.0,
  "smiles": "O[C@]12CN[C@H]1COC2",
  "total_energy_ha": -401.06452,
  "gap_ev": 9.8,
  "de_lowest_ev": 3.0541
}

Entry 2:
{
  "formula": "C5H9NO2",
  "method": "ωB97M-V/def2-TZVPD",
  "elements": ["O", "C", "H", "H", "H", "H", "N", "O", "C", "H", "H", "H", "H", "C", "C", "H", "C"],
  "positions_angstrom": [[0.236, -0.200, -1.243], [1.358, 1.007, 0.227], [2.278, 0.124, -1.583], [1.014, 2.204, 1.858], [0.997, 1.779, -0.399], [-1.305, -1.767, 0.630], [1.277, 1.251, 1.612], [-2.368, -1.172, -1.115], [0.245, 0.354, 1.036], [-2.441, -0.604, 0.813], [-1.596, -1.514, -1.711], [1.948, -1.109, -0.230], [0.399, -0.629, 1.443], [-0.715, 0.213, -0.150], [-1.711, -0.894, 0.083], [-1.260, 1.079, -0.576], [1.645, -0.122, -0.693]],
  "mulliken_charge": [-0.474, 0.230, 0.262, 0.290, 0.261, 0.266, -0.544, -0.535, -0.256, 0.392, 0.367, 0.255, 0.258, 0.289, -0.810, 0.206, -0.455],
  "multiplicity": 1,
  "e_homo_ev": -9.2,
  "smiles": "OC[C@@H]1OC[C@@H]2N[C@H]21",
  "total_energy_ha": -400.98003,
  "gap_ev": 10.1,
  "de_lowest_ev": 5.3533
}

Entry 3:
{
  "formula": "C5H9NO2",
  "method": "ωB97M-V/def2-TZVPD",
  "elements": ["O", "H", "O", "C", "H", "N", "C", "C", "H", "H", "H", "H", "H", "C", "H", "C", "H"],
  "positions_angstrom": [[-1.312, 1.255, -0.582], [-0.489, -0.940, 1.658], [-2.441, -0.711, 0.055], [1.698, 0.847, -0.390], [2.499, 1.550, -0.269], [0.660, -1.320, -0.143], [-1.363, 0.151, -0.195], [0.774, 0.817, 1.009], [2.749, -1.237, 0.307], [1.203, 1.151, -1.292], [0.257, 1.852, 1.138], [2.354, -0.939, -1.390], [1.370, 0.763, 1.943], [-0.032, -0.430, 0.742], [-3.199, -0.370, -0.368], [2.011, -0.710, -0.419], [0.140, -0.989, -0.995]],
  "mulliken_charge": [-0.453, 0.331, -0.429, -0.673, 0.397, -0.474, 0.339, -0.575, 0.250, 0.278, 0.313, 0.341, 0.324, -0.179, 0.341, -0.468, 0.337],
  "multiplicity": 1,
  "e_homo_ev": -9.3,
  "smiles": "O=C(O)[C@@H]1CCCN1",
  "total_energy_ha": -401.08382,
  "gap_ev": 9.9,
  "de_lowest_ev": 2.5290
}

Entry 4:
{
  "formula": "C5H9NO2",
  "method": "ωB97M-V/def2-TZVPD",
  "elements": ["C", "C", "H", "C", "N", "H", "H", "H", "H", "O", "H", "H", "H", "O", "H", "C", "C"],
  "positions_angstrom": [[0.109, 1.751, 0.616], [1.297, 0.095, -0.972], [0.895, 1.701, 1.383], [0.027, 0.443, -0.165], [0.082, -1.082, 1.785], [0.343, 2.578, -0.068], [-0.839, -1.446, 2.355], [-1.097, 1.537, -1.779], [2.171, 0.736, -0.788], [0.641, 0.410, -2.207], [1.070, -1.275, 1.687], [1.604, -0.962, -0.931], [-0.848, 1.966, 1.111], [-1.785, -0.868, 0.763], [-1.330, -0.245, -1.796], [-0.550, -0.669, 0.679], [-0.629, 0.567, -1.554]],
  "mulliken_charge": [-1.665, -0.630, 0.345, 1.514, -0.457, 0.466, 0.339, 0.278, 0.288, -0.395, 0.248, 0.308, 0.373, -0.695, 0.274, 0.130, -0.721],
  "multiplicity": 1,
  "e_homo_ev": -9.9,
  "smiles": "CC1(C(N)=O)COC1",
  "total_energy_ha": -401.09263,
  "gap_ev": 10.6,
  "de_lowest_ev": 2.2892
}

Entry 5:
{
  "formula": "C5H9NO2",
  "method": "ωB97M-V/def2-TZVPD",
  "elements": ["H", "H", "C", "C", "O", "H", "N", "H", "H", "H", "C", "H", "C", "C", "H", "H", "O"],
  "positions_angstrom": [[-0.433, -1.170, 2.081], [-1.569, 1.818, -0.687], [1.099, -0.401, -0.705], [-1.074, 0.905, -0.261], [-2.584, 0.014, 1.361], [-0.541, 1.130, 0.649], [2.764, -0.139, 1.146], [0.137, 0.913, -2.123], [-0.801, -0.543, -1.736], [0.082, -0.917, 1.602], [-2.217, -0.070, 0.174], [1.459, -1.355, -1.120], [-0.144, 0.221, -1.305], [1.846, 0.258, 0.305], [1.661, 1.347, 0.403], [2.951, -1.169, 0.984], [-2.636, -0.841, -0.768]],
  "mulliken_charge": [0.109, 0.322, 0.015, -0.604, -0.590, 0.344, -0.453, 0.364, 0.432, -0.065, 0.496, 0.338, -0.483, -0.177, 0.384, 0.285, -0.715],
  "multiplicity": 1,
  "e_homo_ev": -8.7,
  "total_energy_ha": -400.93630,
  "gap_ev": 4.3,
  "de_lowest_ev": 6.5432
}

Entry 6:
{
  "formula": "C5H9NO2",
  "method": "ωB97M-V/def2-TZVPD",
  "elements": ["O", "C", "C", "H", "H", "C", "H", "H", "H", "H", "H", "C", "C", "H", "N", "O", "H"],
  "positions_angstrom": [[0.065, 2.154, 0.593], [-0.921, 0.263, -2.389], [0.261, 0.979, 0.809], [1.980, 1.173, 1.909], [1.660, -0.488, 1.563], [1.173, 0.456, 1.872], [-0.012, -1.859, 0.433], [-1.375, 1.255, -2.192], [0.653, 0.378, 2.842], [0.708, -0.945, -1.534], [-1.815, -1.530, 0.207], [-0.833, -1.155, 0.563], [0.220, -0.002, -1.397], [0.911, 0.841, -1.550], [-0.405, 0.071, -0.075], [-1.199, -0.414, -3.338], [-1.073, -1.176, 1.683]],
  "mulliken_charge": [-0.556, -0.025, 0.499, 0.368, 0.310, -1.074, 0.394, 0.328, 0.299, 0.339, 0.271, -0.994, -0.455, 0.343, 0.114, -0.465, 0.302],
  "multiplicity": 1,
  "e_homo_ev": -9.3,
  "smiles": "CC(=O)N(C)CC=O",
  "total_energy_ha": -401.10744,
  "gap_ev": 10.0,
  "de_lowest_ev": 1.8863
}

Entry 7:
{
  "formula": "C5H9NO2",
  "method": "ωB97M-V/def2-TZVPD",
  "elements": ["O", "H", "N", "H", "C", "C", "C", "H", "H", "H", "H", "H", "H", "H", "C", "C", "O"],
  "positions_angstrom": [[-3.177, -1.017, 0.165], [2.848, 0.920, -0.079], [-1.411, 0.556, -0.300], [2.404, -2.237, 0.531], [-1.903, -0.735, -0.066], [2.104, -0.058, 0.316], [2.651, -1.415, -0.156], [-1.207, -1.490, 0.091], [3.825, -1.141, -0.818], [-0.167, 3.113, -0.374], [1.674, -1.985, -0.936], [-2.056, 1.182, 0.196], [1.464, 2.200, -0.219], [2.065, 0.026, 1.584], [0.358, 2.110, 0.090], [-0.126, 0.930, -0.030], [0.742, -0.167, -0.015]],
  "mulliken_charge": [-0.555, 0.223, -0.247, 0.342, 0.072, -0.309, -0.883, 0.359, 0.213, 0.244, 0.204, 0.274, 0.155, 0.269, -0.664, 0.517, -0.215],
  "multiplicity": 1,
  "e_homo_ev": -9.3,
  "total_energy_ha": -400.94272,
  "gap_ev": 9.9,
  "de_lowest_ev": 6.3687
}

Entry 8:
{
  "formula": "C5H9NO2",
  "method": "ωB97M-V/def2-TZVPD",
  "elements": ["O", "H", "H", "H", "C", "C", "H", "C", "H", "H", "O", "C", "H", "N", "H", "H", "C"],
  "positions_angstrom": [[-0.931, -1.042, 2.360], [0.693, 0.786, -1.688], [-1.716, 0.821, -1.196], [1.170, 0.181, 0.727], [1.427, -2.189, -0.805], [0.467, -0.143, -1.162], [1.683, -3.098, -1.348], [0.176, 0.124, 0.259], [-2.362, 0.724, 0.576], [-0.350, -1.636, 2.847], [0.068, 2.542, -0.245], [-0.447, 1.579, 0.435], [-0.502, 1.755, 1.516], [0.868, -1.319, -1.535], [2.053, -1.821, 0.008], [-0.203, -0.823, 0.761], [-1.543, 0.805, -0.128]],
  "mulliken_charge": [-0.922, 0.445, 0.343, 0.497, -0.247, 0.152, 0.288, -0.739, 0.297, 0.173, -0.738, 0.320, 0.367, -0.257, 0.257, 0.513, -0.750],
  "multiplicity": 1,
  "e_homo_ev": -7.6,
  "total_energy_ha": -400.77199,
  "gap_ev": 4.5,
  "de_lowest_ev": 11.0142
}

Entry 9:
{
  "formula": "C5H9NO2",
  "method": "ωB97M-V/def2-TZVPD",
  "elements": ["C", "C", "H", "H", "H", "C", "H", "H", "H", "C", "N", "H", "H", "H", "C", "O", "O"],
  "positions_angstrom": [[-0.427, 1.690, -0.464], [0.621, -1.173, -0.048], [2.176, -1.594, -1.432], [0.434, 2.054, -1.016], [-1.366, -1.518, 0.487], [1.529, -0.758, -1.156], [2.162, 0.053, -0.794], [-1.046, 1.079, -1.122], [-1.016, 2.535, -0.115], [0.060, 0.868, 0.725], [-1.119, 0.398, 1.470], [-2.787, -0.566, 2.140], [1.108, -1.463, 0.892], [0.971, -0.432, -2.035], [-1.917, -0.518, 1.490], [-0.489, -1.778, -0.330], [1.106, 1.122, 1.309]],
  "mulliken_charge": [-1.058, 0.248, 0.364, 0.291, 0.286, -1.094, 0.341, 0.296, 0.392, 0.467, -0.208, 0.347, 0.367, 0.303, -0.291, -0.466, -0.584],
  "multiplicity": 1,
  "e_homo_ev": [-8.0, -8.0],
  "total_energy_ha": -401.01002,
  "gap_ev": [7.3, 7.3],
  "de_lowest_ev": 4.5371
}

Entry 10:
{
  "formula": "C5H9NO2",
  "method": "ωB97M-V/def2-TZVPD",
  "elements": ["H", "C", "H", "H", "C", "H", "H", "C", "H", "H", "O", "H", "N", "C", "C", "H", "O"],
  "positions_angstrom": [[-0.521, -0.069, 1.265], [-0.898, 1.420, -0.281], [-0.222, 2.166, 0.171], [-0.929, -0.704, -0.253], [1.155, -0.013, -0.151], [1.211, 0.118, -1.235], [1.123, -3.217, 0.419], [-2.814, 2.618, 0.290], [-2.211, 3.535, 0.297], [-0.708, 1.568, -1.344], [2.750, -1.837, -0.457], [1.834, 0.630, 0.399], [-2.302, 1.499, 0.018], [-0.328, 0.081, 0.203], [1.677, -1.450, -0.080], [-3.751, 2.641, 0.843], [0.762, -2.314, 0.411]],
  "mulliken_charge": [0.307, -0.570, 0.369, 0.332, -0.393, 0.231, 0.334, -0.314, 0.257, 0.311, -0.575, 0.381, -0.384, -0.509, 0.379, 0.272, -0.428],
  "multiplicity": 1,
  "e_homo_ev": -9.9,
  "smiles": "C=NCCCC(=O)O",
  "total_energy_ha": -401.13147,
  "gap_ev": 10.6,
  "de_lowest_ev": 1.2323
}